(1)
{
  "formula": "C6H6N2",
  "method": "wB97M-V/def2-TZVPD",
  "e_above_lowest_ev": 5.067,
  "gap_ev": [7.4, 7.4],
  "total_charge": 0,
  "symbols": ["C", "C", "C", "C", "C", "C", "N", "N", "H", "H", "H", "H", "H", "H"],
  "positions_angstrom": [[-2.742, 0.461, -1.485], [-1.635, 0.253, -0.699], [1.950, 1.130, 0.779], [2.533, -0.056, 0.849], [1.213, -0.050, 0.180], [0.029, -0.834, 0.562], [-3.749, 0.684, -1.992], [-1.161, -0.827, -0.034], [-1.102, 1.177, -0.408], [1.717, 2.105, 0.850], [3.365, -0.638, 1.045], [1.141, -0.077, -1.024], [0.176, -1.677, 1.256], [-1.735, -1.652, 0.123]],
  "forces_ev_per_angstrom": [[-0.5, -1.1, 0.7], [2.1, 1.7, 0.6], [0.3, -5.3, -0.2], [-2.2, 2.9, -0.5], [-0.7, 0.1, -3.5], [-0.3, -1.6, 1.2], [-0.8, 0.2, -0.9], [0.7, 0.5, 0.4], [-0.3, -0.7, -0.4], [0.0, 3.1, 0.6], [1.4, -0.9, 0.5], [0.4, 0.3, 2.1], [-0.1, 0.4, -0.4], [-0.1, 0.2, -0.2]]
}

=====

(2)
{
  "formula": "C3H2NOS2",
  "method": "wB97M-V/def2-TZVPD",
  "e_above_lowest_ev": 2.701,
  "gap_ev": 6.1,
  "total_charge": -1,
  "symbols": ["C", "C", "C", "N", "O", "S", "S", "H", "H"],
  "positions_angstrom": [[0.770, -1.125, -0.203], [-2.073, 1.510, -0.389], [1.793, -0.755, 0.615], [-1.122, 0.933, -0.745], [-3.036, 2.147, -0.405], [-0.440, -1.881, -0.840], [1.801, -1.137, 2.264], [2.587, -0.181, 0.123], [-0.279, 0.488, -0.420]],
  "forces_ev_per_angstrom": [[1.7, 0.3, 2.1], [0.2, 0.4, -1.1], [-1.2, -0.1, -2.5], [1.9, -0.6, -0.3], [-2.6, 1.4, 1.1], [-0.3, -1.0, -0.8], [0.1, 0.0, 0.9], [0.0, -0.1, 0.2], [0.2, -0.2, 0.4]]
}

=====

(3)
{
  "formula": "C10H13O2",
  "method": "wB97M-V/def2-TZVPD",
  "e_above_lowest_ev": 0.239,
  "gap_ev": 7.1,
  "total_charge": -1,
  "symbols": ["C", "C", "C", "C", "C", "C", "C", "H", "H", "H", "H", "H", "H", "H", "H", "C", "C", "C", "O", "O", "H", "H", "H", "H", "H"],
  "positions_angstrom": [[0.847, 2.096, -3.734], [0.818, -0.046, -0.579], [0.673, 0.340, -1.911], [1.538, 0.733, 0.304], [1.141, 1.567, -2.354], [2.027, 1.962, -0.145], [1.785, 2.412, -1.432], [0.381, -0.979, -0.253], [0.180, -0.329, -2.602], [1.652, 0.463, 1.343], [2.521, 2.614, 0.560], [1.634, 1.777, -4.424], [0.942, 3.184, -3.780], [1.982, 3.434, -1.730], [-0.135, 1.826, -4.112], [-1.908, -0.965, 1.268], [-3.335, -0.966, 1.908], [-0.939, -1.978, 1.950], [-1.347, -3.157, 1.975], [0.142, -1.499, 2.375], [-2.044, -1.346, 0.253], [-1.444, 0.015, 1.294], [-3.275, -1.505, 2.848], [-4.014, -1.499, 1.251], [-3.726, 0.042, 2.059]],
  "forces_ev_per_angstrom": [[0.7, 0.2, -0.2], [0.1, -0.5, -0.4], [0.2, 0.0, 0.2], [0.1, 0.7, -0.2], [-0.3, 0.9, 0.4], [-0.2, 0.1, 0.2], [-0.4, -0.7, -0.3], [0.1, 0.0, 0.2], [-0.2, 0.0, -0.1], [-0.1, -0.3, 0.0], [0.1, 0.1, 0.1], [-0.2, -0.4, -0.2], [-0.2, 0.0, 0.3], [0.3, 0.0, 0.0], [0.0, -0.2, 0.0], [-0.6, -0.5, 0.4], [0.9, 0.0, -0.3], [-0.2, 0.4, -0.1], [0.1, -0.2, 0.1], [0.0, -0.1, -0.1], [0.3, 0.4, -0.2], [-0.1, 0.2, -0.2], [-0.3, 0.0, 0.2], [-0.3, -0.1, 0.1], [0.0, 0.0, 0.1]]
}

=====

(4)
{
  "formula": "C4H4N2O2",
  "method": "wB97M-V/def2-TZVPD",
  "e_above_lowest_ev": 6.138,
  "gap_ev": 8.0,
  "smiles": "[H]/N=C1/CC1=O.N=C=O",
  "total_charge": 0,
  "symbols": ["H", "N", "C", "C", "C", "O", "H", "H", "N", "C", "O", "H"],
  "positions_angstrom": [[0.338, 2.126, 0.927], [0.758, 1.263, 1.297], [0.380, 0.266, 0.594], [1.311, -0.893, 0.939], [0.029, -1.268, 0.467], [-0.404, -2.243, -0.053], [1.525, -1.091, 1.983], [2.133, -0.986, 0.241], [-1.205, -0.069, -1.722], [-1.342, 1.014, -1.225], [-1.613, 2.141, -1.014], [-1.911, -0.261, -2.434]],
  "forces_ev_per_angstrom": [[-1.0, 0.2, 1.1], [-0.7, 2.4, -2.4], [2.3, -0.7, 3.0], [0.1, -0.7, 0.9], [1.0, -3.0, -2.4], [-1.5, 1.7, 0.5], [0.3, 0.5, 0.1], [0.0, -0.5, -0.2], [0.1, -1.6, -0.6], [-1.8, 2.9, -1.4], [1.0, -1.0, 1.1], [0.3, -0.2, 0.2]]
}

=====

(5)
{
  "formula": "C12H18O6Tl",
  "method": "wB97M-V/def2-TZVPD",
  "gap_ev": [5.9, 5.1],
  "multiplicity": 2,
  "total_charge": 4,
  "symbols": ["Tl", "O", "C", "O", "C", "C", "C", "H", "H", "H", "H", "H", "H", "O", "C", "O", "C", "C", "C", "H", "H", "H", "H", "H", "H", "O", "C", "O", "C", "C", "C", "H", "H", "H", "H", "H", "H"],
  "positions_angstrom": [[0.507, 1.230, 0.788], [1.393, 4.057, 0.741], [2.145, 4.983, 0.382], [1.885, 6.280, 0.648], [2.984, 7.110, 0.386], [4.157, 6.139, 0.165], [3.526, 4.961, -0.326], [3.297, 7.774, 1.192], [2.951, 7.821, -0.440], [4.728, 6.062, 1.090], [4.811, 6.600, -0.575], [3.907, 3.957, -0.141], [3.352, 5.063, -1.397], [-1.480, -0.394, -0.652], [-1.820, -1.152, -1.577], [-1.047, -2.170, -2.053], [-1.688, -3.097, -2.851], [-3.005, -2.446, -3.294], [-3.249, -1.402, -2.147], [-1.830, -3.917, -2.146], [-0.983, -3.267, -3.665], [-3.723, -3.265, -3.328], [-2.864, -2.102, -4.319], [-3.896, -1.834, -1.384], [-3.733, -0.499, -2.520], [0.033, -1.568, 1.604], [-0.293, -2.693, 1.827], [-0.655, -3.463, 0.879], [-1.059, -4.772, 1.378], [-1.406, -4.389, 2.817], [-0.507, -3.240, 3.147], [-0.203, -5.423, 1.201], [-1.906, -5.259, 0.894], [-1.270, -5.288, 3.418], [-2.456, -4.096, 2.827], [0.429, -3.648, 3.527], [-1.032, -2.653, 3.901]],
  "forces_ev_per_angstrom": [[0.1, 0.7, 0.1], [1.9, 3.3, -1.1], [0.1, -4.0, -0.3], [-0.8, 3.1, 0.4], [1.6, -3.8, 1.2], [0.7, 3.1, -0.7], [-2.7, -3.1, 0.2], [-1.0, 1.0, 0.9], [-0.9, 0.8, -0.9], [0.2, -0.1, 0.4], [0.5, -0.1, 0.1], [0.6, 0.3, -0.1], [-0.2, -0.2, -0.3], [0.1, -2.5, -3.1], [-3.4, 1.7, 2.4], [2.6, 0.3, 0.7], [-1.2, 2.9, -1.0], [0.3, -1.2, 1.8], [1.0, -0.1, -1.6], [0.1, -1.4, 0.0], [0.6, -1.1, -0.1], [-0.5, 0.4, -0.1], [-0.1, 0.6, -0.1], [0.0, 0.1, 0.3], [0.1, 0.2, 0.2], [1.4, 3.3, -0.1], [-1.8, -2.6, -1.1], [0.0, 0.4, -2.1], [0.1, -1.1, 1.4], [-1.1, -1.9, -1.5], [0.0, -1.2, 3.1], [0.1, 0.1, 0.4], [-0.1, 0.9, -0.6], [0.1, 0.3, 0.7], [0.0, 0.0, 0.3], [0.5, 0.5, 0.2], [0.7, 0.7, -0.1]]
}

=====

(6)
{
  "formula": "C6H7NOS",
  "method": "wB97M-V/def2-TZVPD",
  "e_above_lowest_ev": 6.474,
  "gap_ev": 7.6,
  "total_charge": 0,
  "symbols": ["C", "C", "C", "C", "C", "C", "N", "O", "S", "H", "H", "H", "H", "H", "H", "H"],
  "positions_angstrom": [[-1.557, 0.845, -0.775], [-0.475, 1.731, -0.717], [-1.800, -0.621, -0.951], [0.979, 1.704, -0.485], [-0.903, -1.591, -0.888], [1.682, -2.122, 0.408], [1.762, 0.669, -0.477], [2.884, 0.630, -0.088], [0.810, -1.048, -0.873], [-2.652, 1.268, -0.728], [-0.840, 2.725, -0.597], [-2.842, -0.927, -1.107], [1.453, 2.716, -0.428], [0.875, -2.791, 0.530], [1.887, -1.512, 1.341], [2.619, -2.708, 0.031]],
  "forces_ev_per_angstrom": [[-1.6, 0.8, -0.3], [-1.5, -2.2, 0.6], [0.2, 0.9, 0.1], [-1.1, 1.1, -1.0], [1.8, 0.5, 0.8], [1.3, 1.0, -0.4], [-3.4, 0.2, 0.2], [3.2, -0.7, 0.5], [1.1, -1.3, -0.6], [2.5, 0.1, -0.1], [-0.1, 0.7, -0.1], [0.3, 0.3, 0.0], [-0.2, -1.2, 0.2], [-0.7, -1.0, 0.7], [-0.2, -0.8, -1.3], [-1.8, 1.6, 0.4]]
}

=====

(7)
{
  "formula": "C35H55F2MnN2O2",
  "method": "wB97M-V/def2-TZVPD",
  "gap_ev": [6.7, 7.3],
  "multiplicity": 4,
  "total_charge": 1,
  "symbols": ["Mn", "C", "N", "C", "C", "C", "N", "C", "C", "C", "C", "C", "C", "C", "O", "C", "C", "C", "C", "C", "C", "C", "C", "C", "C", "C", "C", "C", "C", "C", "O", "C", "C", "C", "C", "C", "C", "C", "C", "H", "H", "H", "H", "H", "H", "H", "H", "H", "H", "H", "H", "H", "H", "H", "H", "H", "H", "H", "H", "H", "H", "H", "H", "H", "H", "H", "H", "H", "H", "H", "H", "H", "H", "H", "H", "H", "H", "H", "H", "H", "H", "H", "H", "H", "H", "H", "H", "H", "H", "H", "H", "H", "H", "F", "C", "F", "H"],
  "positions_angstrom": [[-2.004, -0.674, -0.966], [-4.641, 0.868, -0.677], [-4.162, -0.531, -0.596], [-5.056, -1.359, -1.436], [-4.273, -1.027, 0.800], [-3.178, -0.458, 1.664], [-1.856, -0.797, 1.098], [-0.807, 0.086, 1.668], [-0.651, 1.471, 1.082], [0.089, 2.357, 1.867], [0.464, 3.600, 1.397], [0.093, 3.927, 0.090], [-0.640, 3.090, -0.736], [-1.043, 1.860, -0.189], [-1.880, 1.068, -0.936], [-0.947, 3.475, -2.190], [-0.321, 2.441, -3.141], [-0.352, 4.839, -2.551], [-2.463, 3.562, -2.425], [1.277, 4.594, 2.223], [0.486, 5.901, 2.366], [2.603, 4.877, 1.503], [1.589, 4.061, 3.621], [-1.505, -2.225, 1.333], [-0.175, -2.629, 0.737], [0.494, -3.687, 1.352], [1.746, -4.082, 0.931], [2.349, -3.315, -0.071], [1.743, -2.238, -0.700], [0.414, -1.965, -0.331], [-0.245, -0.957, -0.995], [2.534, -1.326, -1.653], [2.583, 0.093, -1.058], [3.980, -1.805, -1.809], [1.912, -1.278, -3.054], [2.500, -5.265, 1.535], [3.822, -4.779, 2.143], [1.690, -5.961, 2.628], [2.795, -6.283, 0.423], [-5.666, 0.918, -0.297], [-4.001, 1.536, -0.114], [-4.629, 1.186, -1.716], [-6.072, -1.323, -1.035], [-5.081, -0.963, -2.449], [-4.720, -2.391, -1.450], [-5.255, -0.769, 1.210], [-4.217, -2.115, 0.767], [-3.240, 0.630, 1.706], [-3.264, -0.835, 2.688], [-1.000, 0.165, 2.743], [0.141, -0.435, 1.557], [0.384, 2.036, 2.858], [0.406, 4.885, -0.300], [0.761, 2.397, -3.000], [-0.723, 1.440, -2.989], [-0.514, 2.732, -4.176], [0.732, 4.859, -2.424], [-0.564, 5.047, -3.600], [-0.787, 5.648, -1.960], [-2.936, 2.588, -2.333], [-2.929, 4.246, -1.711], [-2.659, 3.941, -3.430], [0.265, 6.349, 1.396], [-0.461, 5.729, 2.882], [1.062, 6.626, 2.943], [2.442, 5.347, 0.531], [3.216, 5.553, 2.102], [3.165, 3.955, 1.344], [0.679, 3.855, 4.189], [2.190, 3.149, 3.583], [2.160, 4.807, 4.174], [-1.473, -2.400, 2.414], [-2.315, -2.841, 0.937], [0.010, -4.188, 2.182], [3.362, -3.562, -0.354], [3.058, 0.081, -0.074], [3.175, 0.743, -1.707], [1.590, 0.531, -0.959], [4.508, -1.839, -0.854], [4.037, -2.790, -2.276], [4.513, -1.105, -2.453], [0.964, -0.750, -3.057], [2.592, -0.756, -3.731], [1.753, -2.284, -3.448], [3.641, -4.075, 2.958], [4.383, -5.626, 2.543], [4.453, -4.284, 1.404], [1.478, -5.290, 3.464], [0.745, -6.352, 2.246], [2.261, -6.803, 3.020], [3.447, -5.862, -0.343], [3.293, -7.160, 0.841], [1.873, -6.611, -0.060], [-2.394, -2.525, -1.747], [-2.294, -1.441, -2.745], [-1.284, -1.700, -3.537], [-3.230, -1.433, -3.297]],
  "forces_ev_per_angstrom": [[0.4, 0.5, 0.4], [-0.1, 0.0, 0.0], [0.2, -0.1, 0.0], [-0.1, 0.1, 0.0], [-0.1, 0.0, 0.0], [0.1, 0.0, 0.0], [-0.1, -0.1, 0.0], [-0.1, 0.0, 0.0], [0.0, -0.1, 0.2], [0.0, 0.0, 0.0], [0.0, 0.0, 0.0], [0.0, 0.0, 0.0], [0.1, 0.2, 0.0], [-0.1, -0.3, -0.3], [0.0, 0.1, -0.1], [0.0, 0.0, 0.1], [0.0, 0.0, 0.0], [0.0, 0.0, 0.0], [0.0, 0.0, 0.0], [0.0, 0.0, 0.0], [0.0, 0.0, 0.0], [0.0, 0.0, 0.0], [0.0, 0.0, 0.0], [0.0, 0.1, 0.0], [-0.1, -0.1, 0.2], [0.0, 0.0, 0.0], [0.1, 0.0, 0.0], [0.1, 0.0, 0.0], [0.2, 0.0, 0.0], [-0.2, 0.4, -0.3], [0.0, -0.2, 0.1], [-0.1, -0.1, 0.0], [0.0, 0.0, 0.0], [0.0, 0.0, 0.0], [0.0, 0.0, 0.0], [0.0, 0.0, 0.0], [0.0, 0.0, 0.0], [0.0, 0.0, 0.0], [0.0, 0.0, 0.0], [0.0, 0.0, 0.0], [0.0, 0.0, 0.0], [0.0, 0.0, 0.0], [0.0, 0.0, 0.0], [0.0, 0.0, 0.0], [0.0, 0.0, 0.0], [0.0, 0.0, 0.0], [0.0, 0.0, 0.0], [0.0, 0.0, 0.0], [0.0, 0.0, 0.0], [0.0, 0.0, 0.0], [0.0, 0.0, 0.0], [0.0, 0.0, 0.0], [0.0, 0.0, 0.0], [0.0, 0.0, 0.0], [0.0, 0.0, 0.0], [0.0, 0.0, 0.0], [0.0, 0.0, 0.0], [0.0, 0.0, 0.0], [0.0, 0.0, 0.0], [0.0, 0.0, 0.0], [0.0, 0.0, 0.0], [0.0, 0.0, 0.0], [0.0, 0.0, 0.0], [0.0, 0.0, 0.0], [0.0, 0.0, 0.0], [0.0, 0.0, 0.0], [0.0, 0.0, 0.0], [0.0, 0.0, 0.0], [0.0, 0.0, 0.0], [0.0, 0.0, 0.0], [0.0, 0.0, 0.0], [0.0, 0.0, 0.0], [0.0, 0.0, 0.0], [0.0, 0.0, 0.0], [0.0, 0.0, 0.0], [0.0, 0.0, 0.0], [0.0, 0.0, 0.0], [0.0, 0.0, 0.0], [0.0, 0.0, 0.0], [0.0, 0.0, 0.0], [0.0, 0.0, 0.0], [-0.1, 0.0, 0.0], [0.0, 0.0, 0.0], [0.0, 0.0, 0.0], [0.0, 0.0, 0.0], [0.0, 0.0, 0.0], [0.0, 0.0, 0.0], [0.0, 0.0, 0.0], [0.0, 0.0, 0.0], [0.0, 0.0, 0.0], [0.0, 0.0, 0.0], [0.0, 0.0, 0.0], [0.0, 0.0, 0.0], [0.0, -0.1, -0.3], [0.0, -0.1, 0.2], [0.1, -0.1, -0.1], [0.0, 0.0, 0.0]]
}

=====

Number 1: M 106.1 g/mol, maximum force 0.103 Eh/bohr. Number 2: M 132.2 g/mol, maximum force 0.061 Eh/bohr. Number 3: M 165.2 g/mol, maximum force 0.020 Eh/bohr. Number 4: M 112.1 g/mol, maximum force 0.076 Eh/bohr. Number 5: M 462.7 g/mol, maximum force 0.088 Eh/bohr. Number 6: M 141.2 g/mol, maximum force 0.067 Eh/bohr. Number 7: M 628.8 g/mol, maximum force 0.015 Eh/bohr.